The following is a quantum chemistry calculation of C6H12P2S2 as an isolated structure, from the Open Molecules 2025 dataset.

The highest occupied orbital energy comes out at -7.9 eV. The calculation puts the energy above the lowest of the compared OMol25 structures with the same formula, charge and spin at 23.29 kJ/mol. The gap between HOMO and LUMO comes out at 0.270 hartree.

Each line ends with the Mulliken charge.
Geometry (Å):
C  -0.88  1.92  -1.29  -0.58
C  1.37  -2.41  0.24  -0.24
C  -1.94  1.76  -0.18  -0.82
C  0.47  1.65  -0.64  -1.11
C  0.47  -3.38  0.40  -0.71
C  1.27  -1.18  -0.46  -0.69
P  -2.31  0.09  0.42  0.16
P  0.44  0.16  0.56  0.43
S  -3.36  0.30  2.09  -0.38
S  1.99  0.92  1.81  -0.35
H  -1.03  0.98  -1.95  0.28
H  -1.07  2.92  -1.66  0.38
H  1.87  -0.04  2.77  0.18
H  2.36  -2.65  0.50  0.30
H  -1.83  2.55  0.63  0.38
H  -2.79  1.83  -0.85  0.41
H  1.12  1.38  -1.41  0.45
H  0.82  2.55  -0.18  0.58
H  -0.55  -2.97  0.25  0.11
H  0.41  -4.35  0.80  0.34
H  2.29  -0.80  -0.46  0.37
H  0.87  -1.21  -1.42  0.50

The following is a quantum chemistry calculation of C35H39ClGdN4O4 as an isolated structure, from the Open Molecules 2025 dataset.

The highest occupied orbital energy (spin up / spin down) comes out at -0.9 / -4.8 eV. The calculation puts the energy above the lowest of the compared OMol25 structures with the same formula, charge and spin at 4.61 kJ/mol. The gap between HOMO and LUMO (spin up / spin down) comes out at 0.128 / 0.268 hartree. Its expectation value of S² is 15.81. As for the charge: -1. The multiplicity is 8.

Each line ends with the Mulliken charge.
Geometry (Å):
Gd  -1.16  -0.11  1.29  0.19
Cl  -2.72  -1.53  3.10  -0.51
N  0.03  2.19  0.65  0.20
N  -0.38  -2.42  0.69  0.36
C  -0.59  2.96  -0.24  0.38
C  -0.82  -2.89  -0.45  0.55
C  1.37  2.83  0.83  1.51
C  1.08  4.28  0.46  -0.70
C  2.35  2.23  -0.18  -1.48
C  1.94  2.73  2.23  -1.91
H  1.93  2.25  -1.20  0.31
H  2.54  1.18  0.08  0.20
H  3.29  2.80  -0.17  0.42
H  1.21  3.10  2.95  0.44
H  2.83  3.38  2.27  0.50
H  2.23  1.70  2.46  0.16
C  0.73  -3.34  1.13  1.41
C  0.59  -4.53  0.19  -0.70
C  0.58  -3.85  2.56  -1.60
C  2.04  -2.63  0.91  -1.31
H  2.09  -2.25  -0.12  0.40
H  2.89  -3.31  1.08  0.36
H  2.14  -1.80  1.61  -0.04
H  -0.41  -4.25  2.72  0.43
H  0.79  -3.08  3.29  0.03
H  1.30  -4.66  2.71  0.51
O  -0.29  -4.03  -0.87  -0.38
H  0.07  -5.40  0.61  0.35
H  1.52  -4.86  -0.30  0.25
O  -0.07  4.16  -0.44  -0.40
H  1.88  4.81  -0.08  0.28
H  0.74  4.88  1.33  0.37
C  -1.71  2.54  -1.11  -1.25
C  -1.82  -2.24  -1.35  -1.39
C  -1.23  -1.01  -1.99  0.34
H  -2.68  -1.95  -0.70  0.26
H  -2.19  -2.97  -2.09  0.51
C  -1.17  0.13  -1.23  0.34
C  -1.24  1.35  -1.89  -0.07
H  -2.03  -0.17  3.60  0.50
C  -0.76  1.41  -3.22  1.38
C  -0.46  0.23  -3.87  -1.34
C  -0.59  2.74  -3.87  -1.80
C  -0.71  -0.99  -3.30  0.91
H  -0.08  0.26  -4.90  0.21
C  -0.49  -2.28  -4.01  -1.67
H  0.03  -2.10  -4.96  0.40
H  -1.42  -2.81  -4.27  0.31
H  0.12  -3.00  -3.45  0.21
H  -1.52  3.31  -3.94  0.32
H  -0.21  2.61  -4.89  0.40
H  0.12  3.38  -3.35  0.24
H  -2.04  3.37  -1.74  0.44
H  -2.54  2.26  -0.46  0.18
O  -1.45  0.87  3.66  -0.73
C  -0.21  0.56  4.02  -1.27
N  0.31  0.69  5.26  0.18
C  1.34  -0.32  5.42  3.47
C  1.64  -0.63  3.94  -1.44
O  2.69  -1.07  3.49  -0.83
N  0.56  -0.15  3.19  1.54
C  2.60  0.21  6.12  -0.96
C  3.72  -0.63  6.25  -0.13
C  4.85  -0.23  6.95  -0.77
C  4.91  1.03  7.54  -0.43
C  3.84  1.92  7.32  -0.76
C  2.71  1.53  6.59  -0.39
C  0.72  -1.55  6.11  0.53
C  1.09  -1.98  7.39  -0.59
C  0.36  -3.02  8.00  -0.86
C  -0.76  -3.57  7.35  -0.58
C  -1.12  -3.14  6.07  -0.94
C  -0.35  -2.16  5.44  0.66
H  -0.25  1.09  6.03  0.35
H  3.70  -1.63  5.81  0.41
H  5.70  -0.91  7.07  0.35
H  5.77  1.34  8.14  0.37
H  3.88  2.92  7.75  0.39
H  1.89  2.24  6.42  0.34
H  1.93  -1.50  7.90  0.39
H  0.69  -3.38  8.97  0.41
H  -1.31  -4.38  7.82  0.35
H  -1.99  -3.54  5.53  0.38
H  -0.60  -1.84  4.44  -0.44

The following is a quantum chemistry calculation of C32H31N8O6STc as an isolated structure, from the Open Molecules 2025 dataset.

The highest occupied orbital energy (spin up / spin down) comes out at -11.2 / -11.3 eV. The gap between HOMO and LUMO (spin up / spin down) comes out at 0.290 / 0.262 hartree. Its expectation value of S² is 3.77. As for the charge: +1. The multiplicity is 4.

Each line ends with the Mulliken charge.
Geometry (Å):
Tc  0.84  -0.61  -1.05  0.44
O  0.73  -0.06  -2.92  -0.78
C  1.33  1.00  -3.46  0.69
C  0.67  1.71  -4.46  -0.38
C  1.26  2.80  -5.06  -0.54
C  2.56  3.20  -4.70  -0.82
C  3.24  2.49  -3.75  -0.69
C  2.63  1.40  -3.10  0.44
C  3.38  0.63  -2.15  -0.31
N  2.86  -0.15  -1.27  0.56
C  3.69  -1.10  -0.53  -0.99
C  3.23  -2.47  -1.01  -0.98
N  1.75  -2.43  -1.20  0.47
C  1.17  -3.56  -1.47  -0.64
C  -0.21  -3.83  -1.57  0.80
C  -0.61  -5.16  -1.84  -0.90
C  -1.93  -5.50  -1.86  -0.89
C  -2.89  -4.52  -1.55  -0.65
C  -2.53  -3.22  -1.28  -1.16
C  -1.18  -2.84  -1.32  0.98
O  -0.87  -1.58  -1.12  0.75
H  -0.33  1.38  -4.74  0.51
H  0.72  3.34  -5.82  0.43
H  3.02  4.05  -5.19  0.45
H  4.25  2.76  -3.48  0.45
H  4.47  0.69  -2.20  0.41
H  3.51  -0.98  0.54  0.10
H  4.75  -0.96  -0.74  0.59
H  3.49  -3.23  -0.28  0.56
H  3.70  -2.71  -1.96  0.47
H  1.83  -4.42  -1.58  0.39
H  0.15  -5.91  -2.03  0.44
H  -2.24  -6.52  -2.08  0.43
H  -3.94  -4.79  -1.52  0.48
H  -3.26  -2.47  -1.00  0.35
N  2.09  3.61  0.39  0.07
C  2.30  2.29  0.36  -0.95
N  1.26  1.71  -0.19  1.14
C  0.42  2.74  -0.45  -0.50
N  0.89  3.92  -0.14  -0.76
C  -0.91  2.43  -0.96  0.20
C  -1.91  3.38  -1.11  -0.53
N  -3.14  3.03  -1.46  -0.57
C  -3.37  1.73  -1.64  -0.66
C  -2.36  0.78  -1.50  -0.44
N  -1.13  1.13  -1.16  1.31
H  2.68  4.34  0.74  0.18
H  3.19  1.81  0.74  0.52
H  -1.70  4.43  -0.94  0.56
H  -4.38  1.43  -1.88  0.46
H  -2.55  -0.26  -1.66  0.23
C  -0.52  3.85  5.06  -1.54
C  -1.20  2.68  4.39  0.76
C  -1.61  2.75  3.06  -0.59
C  -2.21  1.67  2.44  -0.16
C  -2.41  0.50  3.17  -0.30
C  -2.04  0.42  4.50  -0.71
C  -1.43  1.51  5.10  -0.72
S  -3.07  -0.91  2.35  1.42
O  -3.75  -0.45  1.17  -0.64
O  -3.71  -1.75  3.31  -0.77
N  -1.76  -1.74  1.80  0.27
C  -0.94  -2.48  2.78  -0.52
C  0.41  -2.83  2.15  -0.39
C  1.26  -1.58  1.96  0.38
O  2.13  -1.27  2.73  -0.63
O  0.96  -0.82  0.91  -0.38
H  -0.52  4.73  4.41  0.36
H  0.51  3.61  5.31  0.33
H  -1.03  4.12  5.99  0.39
H  -1.46  3.67  2.51  0.35
H  -2.56  1.72  1.42  0.58
H  -2.24  -0.49  5.06  0.56
H  -1.15  1.45  6.15  0.45
H  -1.21  -1.14  1.19  -0.29
H  -1.47  -3.40  3.03  0.41
H  -0.77  -1.92  3.70  0.35
H  0.24  -3.32  1.19  -0.20
H  0.95  -3.50  2.81  0.52

The following is a quantum chemistry calculation of a 2-piece molecular cluster, C5H11N overall, from the Open Molecules 2025 dataset.

The highest occupied orbital energy comes out at -6.8 eV. The calculation puts the energy above the lowest of the compared OMol25 structures with the same formula, charge and spin at 872.07 kJ/mol. The SMILES is C=CC.C=CN. The gap between HOMO and LUMO comes out at 0.241 hartree.

Each line ends with the Mulliken charge.
Geometry (Å):
C  1.06  2.24  1.09  -0.59
C  0.63  0.90  1.14  -0.55
C  -0.89  0.56  1.10  -0.49
H  1.35  2.91  2.04  0.21
H  1.17  2.77  0.15  0.26
H  1.31  0.07  1.21  0.51
H  -0.93  -0.49  1.65  0.21
H  -1.76  1.08  1.61  0.31
H  -1.19  0.33  0.12  0.06
C  0.95  -0.54  -1.29  -0.59
C  0.15  -1.59  -0.96  -0.23
N  -1.14  -1.78  -1.41  -0.33
H  0.35  0.27  -0.93  0.19
H  1.78  -0.67  -2.01  0.27
H  0.31  -2.39  -0.21  0.35
H  -1.77  -1.02  -1.56  0.19
H  -1.40  -2.65  -1.75  0.20

The following is a quantum chemistry calculation of a 4-piece molecular cluster, C2H13NO4 overall, from the Open Molecules 2025 dataset.

The highest occupied orbital energy (spin up / spin down) comes out at -12.8 / -12.8 eV. The calculation puts the energy above the lowest of the compared OMol25 structures with the same formula, charge and spin at 180.09 kJ/mol. The gap between HOMO and LUMO (spin up / spin down) comes out at 0.335 / 0.125 hartree. Its expectation value of S² is 0.75. As for the charge: +1. The multiplicity is 2.

Each line ends with the Mulliken charge.
Geometry (Å):
C  1.80  1.36  -3.42  -0.37
O  3.00  0.68  -3.67  -0.45
C  1.47  1.11  -1.88  -0.45
N  1.30  -0.27  -1.58  -0.18
H  0.96  0.99  -4.00  0.42
H  1.93  2.44  -3.46  0.28
H  2.81  0.27  -4.53  0.36
H  0.59  1.63  -1.49  0.33
H  2.36  1.48  -1.39  0.35
H  0.94  -0.80  -2.40  0.32
H  2.12  -0.90  -1.49  0.38
H  -3.46  -2.60  4.62  0.31
H  -3.02  -3.99  5.08  0.32
O  -2.92  -3.05  5.29  -0.64
H  -1.32  6.54  1.27  0.31
H  -2.40  6.40  2.41  0.33
O  -2.23  6.72  1.51  -0.64
H  -2.02  -6.04  2.70  0.32
H  -0.51  -6.07  3.01  0.31
O  -1.38  -5.91  3.39  -0.62

The following is a quantum chemistry calculation of C2H2N2 as an isolated structure, from the Open Molecules 2025 dataset.

The highest occupied orbital energy comes out at -13.5 eV. The calculation puts the energy above the lowest of the compared OMol25 structures with the same formula, charge and spin at 401.23 kJ/mol. The gap between HOMO and LUMO comes out at 0.409 hartree.

Each line ends with the Mulliken charge.
Geometry (Å):
C  0.32  0.25  -1.15  0.21
C  -1.44  0.51  -0.29  0.24
N  -2.38  0.72  0.30  -0.20
N  1.36  0.13  -1.65  -0.25
H  1.28  -0.72  1.10  -0.10
H  0.86  -0.90  1.68  0.09

- What is the formula in the fifth record?
  C2H13NO4